(1)
7
Properties=species:S:1:pos:R:3 method="wB97M-V/def2-TZVPD" e_lumo_ev="-5.46 / -5.36" mol_weight_g_mol=246.53 spin_multiplicity=6 total_charge=+1 e_tot_ha=-1224.7267 homo_ev="-13.0 / -13.0"
C -2.354 -0.338 -0.237
C -1.263 0.207 0.153
O -3.142 -1.168 -0.657
O 2.890 -0.110 -0.131
O -0.695 0.862 1.235
C 3.725 -0.875 -0.103
Dy 0.839 1.422 -0.260

---

(2)
51
Properties=species:S:1:pos:R:3 method="wB97M-V/def2-TZVPD" e_lumo_ev=-0.60 mol_weight_g_mol=469.88 spin_multiplicity=1 e_tot_ha=-2480.7274 smiles="CCOP(=O)(OCC)[C@]1(NS(=O)(=O)c2ccccc2)C=C(Cl)C(=O)c2ccccc21" homo_ev=-9.5 relative_energy_kj_mol=62.34
C -0.909 2.785 3.037
C -1.385 2.405 1.648
H -0.842 2.986 0.898
H -2.461 2.565 1.536
O -1.173 1.012 1.412
P 0.215 0.527 0.763
O 1.165 1.602 0.500
O 0.808 -0.501 1.798
C 0.272 -1.661 2.437
C -1.101 -1.456 3.046
H -1.837 -1.239 2.278
H -1.394 -2.363 3.570
H -1.081 -0.629 3.751
H 0.273 -2.482 1.718
H 1.007 -1.882 3.218
H -1.436 2.203 3.789
H 0.158 2.586 3.115
H -1.092 3.841 3.212
C -0.397 -0.261 -0.855
N 0.752 -0.698 -1.593
S 2.136 -1.435 -1.013
O 1.837 -2.319 0.079
O 2.694 -2.026 -2.196
C 3.186 -0.111 -0.474
C 3.479 0.894 -1.372
C 4.309 1.927 -0.974
C 4.838 1.931 0.308
C 4.550 0.903 1.190
C 3.718 -0.132 0.797
H 3.464 -0.945 1.457
H 4.968 0.910 2.186
H 5.479 2.742 0.620
H 4.539 2.730 -1.657
H 3.050 0.859 -2.360
H 0.563 -1.005 -2.536
C -0.972 0.954 -1.503
C -2.231 1.335 -1.279
C -3.157 0.542 -0.438
O -4.176 0.997 0.033
C -2.750 -0.870 -0.293
C -3.721 -1.804 0.071
C -3.408 -3.146 0.138
C -2.121 -3.565 -0.166
C -1.143 -2.646 -0.505
C -1.441 -1.290 -0.557
H -0.139 -2.978 -0.721
H -1.874 -4.616 -0.138
H -4.163 -3.865 0.415
H -4.717 -1.445 0.284
Cl -2.870 2.791 -1.938
H -0.292 1.546 -2.096

---

(3)
98
Properties=species:S:1:pos:R:3 method="wB97M-V/def2-TZVPD" e_lumo_ev=-2.96 mol_weight_g_mol=804.83 spin_multiplicity=1 total_charge=+1 e_tot_ha=-2630.9394 homo_ev=-9.4 relative_energy_kj_mol=49.91
Y 0.207 0.487 -0.519
O 4.543 5.718 -3.862
C 5.051 4.837 -3.191
O 6.133 4.644 -2.664
C 3.997 3.666 -2.843
C 2.684 3.763 -3.260
C 1.735 2.884 -2.738
N 2.059 1.907 -1.875
C 3.349 1.783 -1.509
C 4.330 2.670 -1.946
C 3.723 0.707 -0.576
C 5.038 0.226 -0.553
C 5.406 -0.688 0.414
C 4.441 -1.131 1.310
C 3.145 -0.679 1.159
N 2.782 0.227 0.251
C 0.316 3.161 -3.022
C -0.075 3.823 -4.190
C -1.357 4.327 -4.288
C -2.202 4.193 -3.197
C -1.753 3.468 -2.109
N -0.546 2.916 -2.027
H 2.433 4.568 -3.933
H 5.345 2.647 -1.585
H 5.747 0.554 -1.297
H 6.419 -1.057 0.457
H 4.686 -1.834 2.089
H 2.342 -1.071 1.773
H 0.621 3.956 -5.001
H -1.674 4.849 -5.176
H -3.180 4.645 -3.182
H -2.382 3.357 -1.237
C -3.124 2.150 3.473
N -3.650 1.581 2.267
C -4.836 0.924 2.094
C -4.927 0.579 0.794
N -3.785 1.029 0.148
C -2.982 1.632 1.088
S -1.510 2.408 0.966
C -3.629 0.932 -1.247
C -4.756 1.092 -2.057
C -4.607 0.959 -3.424
C -3.351 0.662 -3.937
C -2.296 0.529 -3.054
N -2.419 0.668 -1.736
H -3.741 1.865 4.319
H -3.094 3.236 3.390
H -2.104 1.795 3.610
H -5.516 0.747 2.901
H -5.676 0.021 0.276
H -5.718 1.327 -1.626
H -5.454 1.086 -4.080
H -3.198 0.544 -4.997
H -1.301 0.299 -3.419
C 2.456 -0.925 4.829
C 1.239 -0.003 4.898
N 0.012 -0.635 4.434
C -0.687 -1.449 5.416
C -0.258 -2.915 5.457
C -0.404 -0.539 3.150
C -1.676 -1.247 2.781
N 0.172 0.140 2.215
H 3.367 -0.339 4.883
H 2.454 -1.490 3.901
H 2.460 -1.628 5.654
H 1.425 0.897 4.307
H 1.079 0.323 5.929
H -1.759 -1.402 5.228
H -0.510 -1.003 6.398
H -0.402 -3.403 4.497
H -0.856 -3.433 6.202
H 0.784 -3.017 5.738
H -2.513 -0.860 3.357
H -1.597 -2.316 2.955
H -1.864 -1.088 1.725
H 0.987 0.670 2.526
C 1.242 -2.358 -3.420
N 1.859 -3.286 -2.501
C 1.532 -4.662 -2.808
C 1.711 -2.910 -1.100
C 0.276 -2.939 -0.616
C -0.243 -4.205 -0.338
C -1.591 -4.404 -0.121
C -2.433 -3.311 -0.176
C -1.904 -2.044 -0.367
C -0.538 -1.785 -0.598
H 1.506 -2.653 -4.434
H 1.644 -1.356 -3.243
H 0.143 -2.320 -3.346
H 1.823 -4.861 -3.837
H 0.466 -4.902 -2.697
H 2.111 -5.321 -2.165
H 2.135 -1.903 -0.999
H 2.325 -3.600 -0.512
H 0.426 -5.053 -0.296
H -1.980 -5.393 0.068
H -3.498 -3.434 -0.042
H -2.615 -1.226 -0.349

---

(4)
85
Properties=species:S:1:pos:R:3 method="wB97M-V/def2-TZVPD" e_lumo_ev="-1.91 / -2.15" mol_weight_g_mol=675.72 spin_multiplicity=4 total_charge=+1 e_tot_ha=-4015.9583 homo_ev="-9.9 / -10.7" relative_energy_kj_mol=149.68
V 0.524 0.173 1.247
C 2.487 -0.412 -4.023
C 3.312 -1.233 -3.051
O 2.529 -1.722 -1.950
P 2.366 -0.877 -0.596
S 1.557 -2.075 0.784
S 1.510 0.893 -0.899
O 3.901 -0.534 -0.185
C 4.883 -1.569 -0.033
C 5.001 -2.039 1.406
H 3.114 -0.108 -4.855
H 2.104 0.478 -3.529
H 1.658 -0.993 -4.408
H 4.145 -0.629 -2.675
H 3.707 -2.130 -3.533
H 5.821 -1.122 -0.374
H 4.639 -2.413 -0.687
H 5.215 -1.201 2.067
H 5.819 -2.750 1.478
H 4.086 -2.530 1.724
N -1.728 -1.787 1.253
P -1.234 -0.876 -0.086
C -2.885 -0.696 -0.876
C -2.980 -0.358 -2.221
C -4.201 -0.389 -2.869
C -5.344 -0.773 -2.184
C -5.265 -1.054 -0.832
C -4.049 -0.986 -0.176
C -0.752 -2.251 -1.211
C -0.312 -1.956 -2.496
C -0.059 -2.973 -3.401
C -0.240 -4.293 -3.033
C -0.647 -4.595 -1.745
C -0.907 -3.584 -0.841
C -1.502 -1.453 2.551
C -2.278 -2.054 3.553
C -2.068 -1.726 4.872
C -1.061 -0.808 5.158
C -0.336 -0.273 4.117
N -0.534 -0.561 2.822
H -2.460 -2.472 1.093
H -2.094 -0.071 -2.767
H -4.263 -0.124 -3.913
H -6.289 -0.845 -2.698
H -6.150 -1.334 -0.281
H -4.024 -1.150 0.891
H -0.151 -0.923 -2.776
H 0.272 -2.744 -4.404
H -0.053 -5.084 -3.742
H -0.770 -5.622 -1.441
H -1.189 -3.845 0.167
H -3.034 -2.772 3.273
H -2.659 -2.170 5.657
H -0.838 -0.526 6.173
H 0.454 0.432 4.338
N 2.350 0.609 2.397
C 3.345 1.647 2.080
C 2.718 2.938 1.558
C 1.836 3.697 2.549
C 0.534 2.982 2.942
N -0.054 2.187 1.860
H 2.134 0.673 3.389
H 2.778 -0.308 2.262
H 4.003 1.268 1.291
H 3.961 1.865 2.963
H 2.150 2.694 0.660
H 3.534 3.600 1.259
H 1.598 4.662 2.099
H 2.402 3.895 3.462
H -0.179 3.741 3.301
H 0.733 2.319 3.786
H -0.036 2.726 0.996
H -1.042 2.033 2.056
C -1.163 3.955 -1.707
N -2.491 3.389 -1.625
C -3.524 3.989 -2.445
C -2.754 2.358 -0.825
O -1.954 1.827 -0.066
H -0.853 4.016 -2.751
H -0.472 3.302 -1.173
H -1.145 4.958 -1.272
H -3.094 4.817 -3.006
H -4.338 4.377 -1.828
H -3.931 3.260 -3.147
H -3.798 2.011 -0.904

---

(5)
31
Properties=species:S:1:pos:R:3 method="wB97M-V/def2-TZVPD" e_lumo_ev=-7.78 mol_weight_g_mol=178.28 spin_multiplicity=1 total_charge=+2 e_tot_ha=-538.7621 smiles=C[N+]1(C)CCC[C@@H]1[n+]1ccccc1 homo_ev=-18.2 relative_energy_kj_mol=29.28
C -3.826 0.031 -0.239
C -3.219 0.895 0.668
C -3.110 -0.985 -0.781
C -1.880 0.719 0.923
C -1.746 -1.079 -0.455
C 2.357 -1.441 0.165
C 0.979 -1.685 0.846
C 2.534 0.046 0.302
C 0.288 -0.247 0.707
C 0.982 2.042 0.132
C 1.191 0.360 -1.748
N -1.159 -0.217 0.330
N 1.180 0.590 -0.192
H -4.872 0.234 -0.408
H -3.834 1.733 0.970
H -3.419 -1.723 -1.509
H -1.411 1.224 1.793
H -1.146 -1.814 -0.961
H 3.166 -2.042 0.503
H 2.322 -1.779 -0.847
H 0.487 -2.582 0.859
H 1.298 -1.650 1.863
H 2.711 0.456 1.239
H 3.280 0.409 -0.283
H 0.435 0.244 1.924
H 0.012 2.432 -0.085
H 1.190 2.305 1.131
H 1.615 2.525 -0.508
H 0.184 0.644 -2.087
H 1.959 1.047 -2.218
H 1.451 -0.689 -2.032

---

(6)
9
Properties=species:S:1:pos:R:3 method="wB97M-V/def2-TZVPD" e_lumo_ev="4.52 / 4.51" mol_weight_g_mol=74.06 spin_multiplicity=1 total_charge=-1 e_tot_ha=-283.6186 homo_ev="-2.3 / -1.6" relative_energy_kj_mol=767.66
C 0.649 1.104 -0.299
C -0.451 0.633 0.479
N -0.930 -1.924 0.076
O -0.822 -2.388 -1.131
O 0.874 0.739 1.050
H 1.129 0.325 -1.119
H 0.863 2.269 -0.608
H -1.130 1.367 0.808
H -0.182 -2.126 0.744

---

(7)
18
Properties=species:S:1:pos:R:3 method="wB97M-V/def2-TZVPD" e_lumo_ev=-2.02 mol_weight_g_mol=183.12 spin_multiplicity=1 e_tot_ha=-696.5076 homo_ev=-10.2 relative_energy_kj_mol=770.28
C 1.216 -1.590 0.055
C 1.643 -0.259 -0.283
C -0.217 -1.981 0.235
C -1.230 -1.087 0.265
C -0.230 1.123 -0.582
C -1.287 0.459 0.337
N 2.371 -2.263 0.229
N 2.893 -0.154 -0.310
N 0.182 2.341 0.024
O 0.604 3.219 -0.677
O 0.098 2.342 1.253
O 3.368 -1.362 0.017
O -2.514 1.054 0.122
H -0.372 -2.986 0.108
H -2.174 -1.468 0.262
H -0.580 0.958 -1.552
H -1.023 0.810 1.374
H -2.749 0.843 -0.877

---

(8)
16
Properties=species:S:1:pos:R:3 method="wB97M-V/def2-TZVPD" e_lumo_ev=1.14 mol_weight_g_mol=60.14 spin_multiplicity=1 e_tot_ha=-159.5274 smiles=CC.CC homo_ev=-10.7 relative_energy_kj_mol=151.25
C 1.120 -1.830 1.382
C 1.586 -0.668 0.573
H 0.524 -1.418 2.284
H 0.281 -2.304 0.824
H 1.762 -2.561 1.570
H 1.720 -0.815 -0.465
H 2.586 -0.215 0.743
H 0.919 0.258 0.419
C -1.851 0.777 -1.258
C -0.846 1.639 -0.649
H -1.463 0.291 -2.160
H -2.048 -0.013 -0.602
H -2.724 1.347 -1.272
H 0.247 1.297 -0.690
H -0.613 2.597 -1.243
H -1.242 2.027 0.297